The following is a quantum chemistry calculation of a 10-piece molecular cluster, C80H174N10O10 overall at a distorted geometry, from the OMol25 dataset.

The net charge is 0. Its structure (SMILES) is CC1(C)CCCC(C)(C)N1O.CC1(C)CCCC(C)(C)N1O.CC1(C)CCCC(C)(C)N1O.CC1(C)CCCC(C)(C)N1O.CC1(C)CCCC(C)(C)N1O.CC1(C)CCCC(C)(C)N1O.CC1(C)CCCC(C)(C)N1O.CC1(C)CCCC(C)(C)N1O.COC[C@H](C)N.COC[C@H](C)N. As for the maximum force: 0.06496 hartree/bohr. The calculation puts the HOMO energy at -7.9175 eV. The value obtained for the HOMO-LUMO gap is 7.89 eV. Its relative energy (zero: lowest compared OMol25 entry of this formula, charge and spin) is 8.5480 eV.

Atoms and positions in Å:
O  0.110611  5.896149  0.842561
O  -10.889915  5.648257  -3.305638
O  -1.506315  0.600234  -0.179327
O  5.627491  -2.361325  -9.311810
O  11.886449  0.169895  3.913565
O  1.741427  0.711277  6.017102
O  -0.349796  -10.756709  2.538870
O  -5.862443  -5.160552  1.257973
O  -5.643553  4.434552  3.636945
O  -2.428089  -3.952338  -8.105509
N  -5.932272  4.308147  5.025970
N  0.343489  7.189619  1.342719
N  1.518242  0.382917  7.355145
N  0.636823  -9.830638  2.914367
N  6.278502  -2.100958  -8.114229
N  10.771735  -0.151526  3.086586
N  -9.661134  5.383306  -3.957193
N  -2.263293  -2.499046  -8.196927
N  0.286756  -1.798857  -0.675488
N  -4.909777  -7.648131  -1.358869
C  0.183074  8.342736  -0.928852
C  -3.022927  -1.884595  -7.095553
C  1.313817  -10.221600  4.205972
C  0.229146  -10.292316  5.367549
C  -2.663283  0.394339  -8.460782
C  8.388218  0.155241  1.438051
C  -3.970204  2.868302  5.298088
C  -1.800371  -0.393642  -9.459520
C  0.752848  -0.412427  -0.559300
C  1.225899  2.690945  8.171773
C  8.046237  -2.505871  -5.846722
C  -2.574512  1.294491  -0.778975
C  -1.871374  7.937297  0.671222
C  -0.360143  0.589018  -0.987444
C  -6.888140  3.732536  7.868629
C  8.432115  -3.105711  -8.833911
C  6.421965  -2.544341  -5.651890
C  9.202231  1.471420  4.194774
C  0.684405  -1.695395  6.385161
C  -3.300650  -2.047827  -10.465885
C  -4.790846  -4.366933  1.552870
C  1.965371  -0.405026  -1.366316
C  9.454874  0.016934  3.806583
C  -8.373240  7.304402  -2.991623
C  1.091552  -1.342916  8.920110
C  10.898484  0.251861  1.661228
C  -10.884767  4.518770  -5.839976
C  11.284413  1.706555  1.610063
C  1.847296  -10.038745  0.723613
C  -8.479208  5.767493  -3.129969
C  5.789056  -4.348271  -7.195419
C  1.988782  6.601831  3.058318
C  -5.923791  -5.668059  -1.912582
C  12.019816  -0.700628  1.170155
C  -0.847824  -2.664302  -10.308319
C  7.734198  -1.803726  -8.232076
C  2.054392  1.381646  8.365600
C  -9.906839  2.779953  -4.217407
C  1.838281  -0.658269  10.079234
C  1.963267  -11.565420  4.048189
C  8.271460  -0.479413  2.826730
C  -8.395247  4.991743  -1.696924
C  -7.324450  4.949477  7.020634
C  -5.610300  -6.347080  0.585004
C  5.672640  -2.816967  -7.018440
C  8.373234  -1.451354  -6.923470
C  -2.077400  -1.951114  -9.575615
C  -4.580739  -1.846075  -7.216309
C  9.682007  -0.199847  0.787980
C  1.252868  -9.071079  1.808332
C  -7.133967  4.173534  -4.861833
C  4.214507  -2.385354  -6.821511
C  -7.213493  5.490798  -3.981897
C  -8.391452  4.064907  -5.656292
C  3.566614  1.725028  8.191005
C  2.426096  -9.162282  4.451237
C  -7.209088  6.492598  5.113970
C  -2.615426  -0.379026  -7.092164
C  1.417369  9.885500  1.271113
C  -8.532489  4.307938  4.804543
C  -2.508370  -2.364757  -5.708742
C  -0.115768  9.594887  1.221270
C  -7.194299  4.950592  5.447191
C  2.290997  -8.048698  2.326738
C  -6.137759  1.804691  5.066836
C  -5.549038  3.148123  7.235745
C  1.632448  0.867592  9.835870
C  0.145842  -8.240799  1.173590
C  -9.699211  4.161422  -4.865564
C  -0.350515  8.217083  0.568504
C  -5.409523  3.083481  5.652613
C  7.989132  -0.535656  -9.053970
C  2.843952  7.009972  0.653999
C  1.766603  7.427780  1.746112
C  9.408615  -0.930310  5.070237
C  2.028991  8.813490  2.121790
C  -5.069827  -6.317553  -0.851361
C  3.137043  -1.652018  7.319476
C  3.233298  -8.619650  3.263676
C  1.633807  -1.120801  7.495163
H  8.690864  2.045235  3.421904
H  11.497791  1.939214  0.566778
H  -0.465248  -9.456371  5.451803
H  -7.038095  3.372697  -4.128636
H  7.746363  -0.819828  -10.077892
H  -6.114163  1.845515  3.977856
H  -5.866760  -4.580029  -1.880427
H  0.016976  -1.160228  8.916754
H  -0.419605  -7.916214  2.047094
H  0.980721  -0.273717  0.497555
H  -2.237647  7.821855  1.691323
H  8.378387  -1.273613  5.164520
H  11.616251  -1.712035  1.122255
H  -3.566778  1.890769  5.562192
H  -8.201562  6.929804  5.004612
H  0.523872  -7.364961  0.646222
H  0.848555  -10.214921  6.261106
H  -2.831228  -3.382228  -5.488261
H  3.154956  7.782365  -0.049414
H  -8.427148  3.124211  -6.205757
H  -9.117522  2.651055  -3.476816
H  -0.745442  10.423959  0.898413
H  -0.606148  0.356351  -2.023514
H  9.440024  -1.475737  -7.145892
H  -8.411830  4.788204  -6.471481
H  -6.162973  4.292746  -5.342526
H  8.616880  -2.941637  -9.895533
H  5.814401  -3.284945  -9.495103
H  1.271125  -1.042914  10.926864
H  -9.312046  4.998268  -1.107408
H  -2.453990  8.654496  0.093037
H  1.625910  3.396363  7.443429
H  -7.737711  3.050732  7.830308
H  4.099304  -1.325092  -6.596394
H  -3.988350  -4.456579  0.820707
H  -3.276895  0.163016  -6.416345
H  6.770797  -4.799876  -7.052796
H  1.200364  -12.337983  4.144270
H  2.672321  0.422138  -1.302083
H  -8.538002  3.231124  4.973508
H  -7.193327  1.762743  5.335360
H  -1.658050  -0.200081  -6.602753
H  3.551509  -1.334706  6.362585
H  6.022450  -1.594065  -5.297681
H  1.907883  10.050299  0.311765
H  2.430451  -11.840004  3.102423
H  12.360175  -0.506249  0.153067
H  -5.102599  -1.746231  -6.264574
H  6.232766  -3.320534  -4.910399
H  -0.410420  9.024125  -1.538414
H  -1.194543  -10.300656  2.539823
H  7.238289  0.238017  -8.893465
H  1.208036  6.792173  3.794730
H  -3.411036  -3.004607  -10.976256
H  -7.434319  7.759435  -2.676224
H  5.590544  -4.676154  -8.215799
H  -3.302424  -4.172861  -8.434915
H  -1.419446  -2.327629  -5.677779
H  1.905294  -8.268235  4.794066
H  -5.551002  -5.927398  -2.903473
H  -6.565963  7.101847  5.749044
H  -6.443726  -7.041462  0.691532
H  -2.924262  -1.758238  -4.904200
H  -5.652092  0.882945  5.387126
H  1.200787  -1.578366  5.432392
H  -0.107178  -3.198237  -9.712949
H  -2.080799  6.984111  0.185747
H  9.478900  -3.243949  -8.563324
H  3.803669  -1.404787  8.145668
H  9.643868  -1.281702  0.660588
H  -2.279141  2.303511  -1.066602
H  -8.399124  4.885116  7.190969
H  3.107415  8.962043  2.176817
H  -1.169883  -3.398582  -11.046704
H  -4.898730  -2.843430  -7.520035
H  3.808344  -9.461211  2.877427
H  5.089855  -4.880462  -6.550457
H  -6.306982  5.631817  -3.393296
H  -10.541053  5.402439  -6.377645
H  7.933993  -4.070907  -8.742418
H  4.008745  -7.935661  3.608564
H  -7.646133  5.338343  -0.985039
H  -4.712996  3.771580  7.552663
H  -8.299679  3.937652  -1.957443
H  1.635851  10.877596  1.666226
H  2.790843  -7.713187  1.418065
H  10.123834  2.028683  4.362716
H  0.391224  -2.730043  6.563082
H  -4.264397  -8.081149  -0.713832
H  9.755995  -0.300866  5.889517
H  -10.803141  2.723179  -3.599742
H  1.026617  -2.429823  8.970220
H  2.610311  -1.202341  -0.996943
H  8.592903  1.464291  5.098524
H  12.926352  -0.724605  1.774907
H  0.186450  2.443133  7.956776
H  2.815431  -1.135295  10.154889
H  8.152834  -0.502877  -6.433653
H  8.087877  1.197614  1.544662
H  3.796059  2.494031  8.928630
H  -6.693884  3.960493  8.916677
H  -5.087338  -3.405845  1.972982
H  4.233959  0.875899  8.338389
H  3.124628  -2.739395  7.393960
H  -0.319351  -1.272660  6.428398
H  -0.152988  -2.017632  -1.558026
H  -3.203071  -1.242655  -11.194099
H  1.279368  3.313118  9.065154
H  1.656173  -0.486336  -2.408375
H  -8.553461  4.496916  3.731256
H  0.875180  0.826109  5.619572
H  0.028050  1.607280  -0.963747
H  2.075504  5.545842  2.802456
H  -3.451030  1.338671  -0.132556
H  -4.219894  -1.741085  -9.966899
H  1.253707  8.534483  -1.000089
H  -2.203493  1.348489  -8.203309
H  8.576838  -2.351697  -4.907150
H  -9.398880  4.715366  5.325557
H  8.467936  -3.465142  -6.146844
H  -3.397926  3.711120  5.685722
H  -7.162222  6.278743  -4.733305
H  -9.099533  7.564618  -2.221640
H  7.518271  -0.140237  0.851559
H  -8.677034  7.797140  -3.915215
H  7.377134  -0.067604  3.294377
H  -2.023678  0.267439  -10.296900
H  12.520090  -0.524642  3.719374
H  0.066398  7.408718  -1.478494
H  -4.834431  -6.830742  1.178454
H  -0.314988  -1.959130  -10.946217
H  -7.154484  5.901108  7.524213
H  -0.575750  9.396236  2.189284
H  -4.372837  -4.788340  2.467074
H  1.681872  8.863225  3.153838
H  2.185725  1.569865  10.459406
H  9.999797  -1.845627  5.098447
H  -0.453831  -11.139552  5.429464
H  2.843691  -10.346805  1.040493
H  1.205541  -10.904666  0.561072
H  -3.028798  0.810543  -1.643569
H  -4.274509  -7.647241  -2.144066
H  -5.330564  2.168804  7.661529
H  1.920559  -7.128685  2.778889
H  9.709626  0.211517  -0.221040
H  2.034223  -9.597304  -0.255306
H  2.465870  6.179045  0.058431
H  -6.739037  6.674405  4.147497
H  -9.884383  1.920346  -4.887232
H  10.517043  2.429439  1.886977
H  0.573478  0.990929  10.062757
H  3.816178  6.709528  1.044656
H  12.034864  2.012777  2.338860
H  -11.870231  4.593347  -5.380174
H  -4.875025  -1.023850  -7.868577
H  3.042893  -9.569867  5.252195
H  8.225982  -1.568428  2.835479
H  -0.529969  -8.863962  0.587903
H  -0.738537  -0.239120  -9.267829
H  3.682076  -2.620182  -7.743183
H  -4.960178  5.108456  3.658223
H  3.751844  -3.004492  -6.052939
H  8.938101  -0.000306  -9.023083
H  -0.465950  5.577757  1.540991
H  -4.089024  -5.842069  -0.844525
H  -3.625885  0.546661  -8.948927
H  3.721052  2.225426  7.235051
H  2.964602  6.697571  3.534459
H  2.681614  -11.891057  4.800544
H  -0.465887  -1.786769  -0.002087
H  -10.892775  4.942687  -2.654670
H  -10.950277  3.772465  -6.631704
H  -3.877394  2.987784  4.218630
H  -6.966883  -5.953399  -1.776000

Cartesian forces, eV/Å:
0.21 0.13 0.02
0.80 -0.57 -0.11
-0.52 -0.87 0.30
0.29 0.20 -0.26
-0.67 0.76 -0.43
1.15 0.93 -0.47
0.58 -0.56 -0.48
-2.82 0.44 -1.33
-0.53 -0.36 0.57
0.67 1.41 -0.56
0.31 1.21 1.38
0.82 1.73 0.98
-0.72 -0.80 0.97
0.11 1.21 1.71
0.54 2.38 1.00
-2.41 -1.87 0.13
1.31 0.14 -0.51
0.31 -1.12 0.82
-0.77 0.00 1.42
0.98 -1.87 0.94
-0.89 -1.32 0.23
0.47 2.59 0.25
-0.69 0.55 -1.99
1.16 0.87 -0.08
1.19 -2.04 1.64
-1.85 -0.16 0.78
0.65 1.22 -0.77
0.49 0.69 0.75
-1.90 -0.11 0.60
0.57 -0.01 0.21
-1.52 0.19 -0.15
-0.60 0.11 -0.04
0.47 -0.83 -1.20
1.25 0.43 -0.16
1.65 -0.33 -2.11
0.84 1.15 -0.97
2.17 0.24 -1.26
-0.11 0.10 0.22
0.53 -0.32 1.18
-0.54 0.38 -0.48
1.47 -0.73 1.84
2.07 0.95 -0.86
0.62 -1.48 -1.24
-1.88 0.03 0.93
-0.08 -1.59 -1.20
1.25 -1.32 0.78
1.41 -0.75 -0.34
-0.56 1.08 -0.86
0.65 0.44 0.56
1.29 -0.63 0.32
-0.38 -0.60 -0.66
0.49 -0.99 -1.00
-0.34 1.36 0.29
0.36 0.05 -0.61
-0.66 0.26 -0.20
-0.19 -0.91 -0.12
-1.09 -0.59 -0.56
0.05 0.60 1.52
-1.10 -0.50 -1.11
-0.18 -2.45 0.16
1.38 1.32 0.78
-0.78 0.24 -1.62
-1.63 -0.69 0.74
1.12 -1.09 0.33
1.19 -1.10 1.96
0.32 -1.64 2.36
0.34 0.41 0.02
0.77 -1.23 0.27
-0.20 0.92 0.72
-0.30 -0.63 -0.75
0.23 1.51 2.97
0.00 -0.78 -0.75
-0.13 -0.93 -1.26
-0.26 0.00 -1.40
-0.99 0.09 0.62
-0.97 0.67 0.77
0.97 -0.56 -1.19
-0.97 1.04 -0.47
-1.25 1.04 0.43
1.67 0.20 0.74
-0.59 -0.82 -0.61
0.81 -0.62 0.54
-0.90 0.54 0.47
-0.29 0.20 -1.82
-0.22 0.70 0.29
-0.68 0.49 -0.31
1.42 -0.56 -0.97
-0.59 -0.20 0.79
-1.22 0.74 0.00
-0.16 1.09 -1.85
-2.10 -1.87 0.27
-1.60 -0.19 -2.01
-0.59 -0.45 -0.10
0.98 -2.74 -0.79
0.15 1.12 -0.54
0.43 1.73 0.98
-0.17 1.20 -0.82
-1.56 -0.18 0.42
1.28 -2.45 1.71
0.62 1.84 0.44
-0.21 -0.20 -0.06
0.67 0.34 0.08
0.37 0.53 -0.57
0.03 -0.48 -0.24
0.47 0.23 -0.44
0.17 0.04 -0.06
-0.16 0.16 0.22
-0.06 0.91 0.04
-0.27 0.50 -0.14
-0.03 0.15 0.12
0.23 0.44 0.11
-0.12 0.37 0.51
0.04 0.00 0.33
-0.10 0.22 0.32
-0.08 -0.23 0.47
-0.08 -0.24 -0.28
-0.22 -0.41 0.41
0.12 -0.16 -0.13
-0.62 0.44 0.02
-0.02 -0.27 0.09
0.29 -0.30 -0.10
0.17 -0.23 -1.00
-0.20 -0.10 -0.30
0.13 0.21 0.21
0.12 0.50 0.15
-0.35 -0.45 -0.71
-0.63 -0.01 -0.38
0.03 -0.50 -0.45
0.19 0.59 0.54
-0.40 0.49 -0.25
0.06 0.30 0.30
0.01 -0.48 -0.61
0.41 -0.55 0.04
0.19 -0.07 0.00
-0.13 0.94 -0.25
-0.44 -0.24 0.22
0.22 0.53 0.56
-0.28 -0.06 -0.10
-0.56 0.74 0.07
0.00 0.03 -0.08
0.06 -0.06 0.23
0.45 -0.35 -0.50
-0.01 0.00 0.11
0.48 0.15 0.31
-0.35 -0.85 -0.43
0.05 0.81 -0.28
-0.07 0.40 -0.15
0.39 0.41 0.25
-0.48 0.00 -0.20
0.16 0.51 0.33
-0.04 0.35 0.20
-0.18 -0.16 0.69
-0.05 -0.07 -0.17
-0.18 0.01 0.13
0.31 -0.72 0.00
-0.58 0.04 -0.20
-0.46 0.10 -0.26
-0.06 0.00 -0.07
-0.07 0.08 0.66
-0.19 -0.26 0.02
-0.30 -0.24 0.56
-0.47 0.45 -0.30
0.00 0.30 -0.16
0.00 0.03 0.09
-0.51 -0.13 -0.07
-0.29 0.40 0.56
0.00 -0.17 -0.06
-0.02 0.06 0.86
-0.14 0.65 -0.08
0.43 -0.07 0.17
0.03 0.18 0.01
-0.37 0.37 -0.33
0.13 -0.17 0.04
-0.50 -0.19 0.21
-0.37 0.12 -0.69
0.03 -0.11 -0.53
-0.04 0.04 0.00
-0.10 -0.24 0.29
-0.57 0.40 0.30
-0.23 0.34 0.31
-0.24 0.28 0.16
0.38 0.00 -0.51
-0.08 0.30 0.16
0.61 -0.08 0.25
-0.32 0.03 0.77
0.16 0.11 -0.15
0.12 -0.27 0.37
0.83 -0.45 0.03
-0.15 -0.87 0.68
-0.35 -0.35 0.43
-0.39 0.05 -0.26
0.66 -0.41 0.75
-0.35 -0.52 -0.57
-0.05 0.37 0.03
-0.06 0.23 0.13
0.07 0.09 0.00
0.36 0.76 -0.03
-0.38 0.39 -0.80
1.01 0.52 0.00
0.19 -0.05 0.24
-0.09 0.23 -0.11
-0.18 0.38 -1.19
-0.06 0.06 -0.15
-0.16 -0.22 -0.48
0.25 0.92 -0.23
0.08 0.28 -0.41
0.12 -0.43 -0.58
-0.18 -0.28 0.45
0.48 -0.45 -0.21
-0.12 0.05 0.06
-0.20 0.10 0.16
0.39 0.26 -0.22
-0.79 -0.29 -0.02
0.47 0.15 0.69
-0.06 -0.45 0.34
-0.26 0.40 0.23
-0.12 0.21 -0.58
-0.31 0.55 0.19
-0.01 0.20 -0.30
-0.53 -0.34 -0.30
0.43 -0.22 0.40
-0.15 0.28 -0.01
-0.16 0.50 -0.01
0.08 -0.70 -0.33
-0.04 -0.19 -0.05
-0.21 -0.33 0.14
0.40 -1.20 -1.25
-0.04 -0.24 0.12
-0.12 -0.43 0.25
0.54 -0.54 0.06
0.03 0.41 0.28
1.03 0.06 -0.47
0.77 0.39 0.84
0.75 -0.36 0.35
-0.23 0.83 0.09
0.06 -0.38 0.51
0.34 0.23 -0.72
0.69 -0.48 -0.41
-0.03 -0.44 0.15
0.01 0.05 0.27
0.63 -0.38 -0.54
-0.37 0.43 -0.76
-0.06 -0.22 -0.25
-0.88 -0.15 -0.05
0.48 0.24 0.02
-0.34 0.48 0.02
0.02 -0.09 0.02
-0.17 -0.32 -0.42
-0.07 0.33 -0.24
-0.80 -0.43 -0.12
-0.06 0.47 -0.55
-0.21 -0.22 0.68
0.65 -0.63 -0.49
0.35 0.30 0.13
-0.24 -0.44 -0.17
0.13 0.25 0.04
0.10 0.00 -0.20
0.13 0.18 -0.37
0.05 -0.09 0.35
-0.18 0.24 -0.04
0.11 0.09 -0.28
0.06 0.16 0.23
0.31 -0.78 0.29
-0.07 -0.57 -0.13
0.12 0.49 0.19
-0.33 0.01 0.65
0.01 -0.45 -0.19
0.14 0.95 -0.11
0.14 0.64 0.40
-0.47 -0.82 0.10
-0.64 -0.09 0.61
-0.02 -0.43 0.08
0.02 -0.36 -0.12
0.01 -0.13 -0.29